The following is a DFT calculation (ωB97M-V/def2-TZVPD) of a cluster of 6 separate species, C24H63N3O9 in total at a distorted geometry.

Values from the calculation:
energy above the lowest of the compared OMol25 structures with the same formula, charge and spin = 57.7 kcal/mol
total energy = -48800.6042 eV
E_HOMO = -8.4151 eV
net charge = 0
structure (SMILES) = COCCNCCOC.COCCNCCOC.COCCNCCOC.CCO.CCO.CCO
strongest force on any atom = 3.4 eV/A
LUMO level = 0.78 eV

```
99
C24H63N3O9 ωB97M-V/def2-TZVPD
C 16.159 18.651 10.854
O 15.827 17.780 11.973
C 15.335 16.506 11.660
C 13.926 16.566 11.082
N 12.983 17.080 12.118
C 11.723 17.331 11.424
C 10.684 17.742 12.430
O 11.191 18.949 12.979
C 10.394 19.308 14.046
H 15.302 19.106 10.419
H 16.791 18.128 10.084
H 16.682 19.476 11.320
H 15.222 15.891 12.569
H 16.069 16.044 10.948
H 13.599 15.588 10.663
H 13.810 17.112 10.086
H 13.385 17.913 12.503
H 11.312 16.426 10.939
H 11.886 18.183 10.650
H 10.406 17.009 13.205
H 9.799 17.997 12.001
H 10.796 20.221 14.530
H 10.513 18.541 14.851
H 9.378 19.478 13.737
C 6.761 12.863 10.327
O 8.080 13.348 10.282
C 8.328 14.418 11.280
C 8.888 14.003 12.639
N 8.169 14.680 13.637
C 8.348 14.248 15.008
C 9.786 14.208 15.493
O 10.297 15.528 15.422
C 11.591 15.658 15.892
H 6.492 12.613 11.333
H 6.544 12.085 9.593
H 6.108 13.710 10.105
H 7.384 14.901 11.350
H 9.051 15.042 10.781
H 9.994 14.262 12.684
H 8.740 12.907 12.707
H 8.330 15.701 13.597
H 7.876 13.186 15.073
H 7.678 14.860 15.648
H 10.339 13.536 14.879
H 9.820 13.952 16.534
H 12.060 16.481 15.263
H 12.126 14.748 15.724
H 11.649 15.854 16.961
C 10.215 10.413 10.220
O 10.742 9.374 11.043
C 12.014 9.754 11.448
C 12.807 8.736 12.221
N 14.197 9.020 12.065
C 15.085 8.406 12.997
C 15.332 9.301 14.235
O 14.136 9.710 14.966
C 13.762 8.690 15.931
H 9.469 9.953 9.590
H 10.891 10.785 9.492
H 9.676 11.238 10.763
H 11.992 10.756 11.965
H 12.651 9.992 10.584
H 12.553 7.727 11.879
H 12.454 8.754 13.257
H 14.486 8.713 11.200
H 16.101 8.204 12.577
H 14.648 7.413 13.292
H 15.916 10.217 14.022
H 16.030 8.755 14.876
H 12.973 8.043 15.612
H 13.387 9.248 16.728
H 14.662 8.116 16.196
C 11.593 14.388 7.039
C 11.105 13.227 7.926
O 9.693 13.220 7.798
H 12.689 14.454 7.091
H 11.129 15.263 7.470
H 11.203 14.277 5.963
H 11.437 13.401 9.004
H 11.467 12.182 7.670
H 9.270 13.360 8.676
C 14.305 13.450 14.337
C 13.473 13.553 13.059
O 12.379 14.433 13.097
H 14.314 14.476 14.805
H 15.271 13.122 13.977
H 13.822 12.804 15.046
H 13.125 12.608 12.698
H 14.199 13.991 12.369
H 12.609 15.338 12.807
C 9.821 9.930 14.519
C 10.751 10.591 15.531
O 11.580 11.612 14.973
H 10.343 9.267 13.867
H 9.434 10.774 13.867
H 9.040 9.479 15.096
H 11.401 9.887 16.131
H 10.242 11.195 16.360
H 12.239 11.173 14.443
```

The following is a DFT calculation (ωB97M-V/def2-TZVPD) of a structure of composition C10H20HgN4O7 at a distorted geometry.

Values from the calculation:
total energy = -35149.3548 eV
E_HOMO (spin up / spin down) = -6.8752 / -6.8752 eV
net charge = 0
strongest force on any atom = 4.1 eV/A
LUMO level (spin up / spin down) = -0.81 / -0.80 eV

```
42
C10H20HgN4O7 ωB97M-V/def2-TZVPD
O -0.425 -1.122 -4.283
H 0.233 -0.876 -4.960
Hg 0.427 -0.167 -1.290
N 0.590 1.339 1.034
N 2.250 1.276 -1.181
N -0.966 -1.038 0.721
N -0.132 -2.391 -1.573
O -0.151 1.532 2.170
O -1.555 -0.438 1.684
O -0.062 -3.112 -2.724
O 3.140 1.134 -2.044
C 2.267 2.362 -0.344
C 1.349 2.433 0.712
C -1.187 -2.362 0.602
C -0.776 -3.032 -0.607
C 1.024 3.575 1.571
H 1.258 3.368 2.622
H -0.039 3.842 1.512
H 1.613 4.438 1.247
C 3.225 3.431 -0.715
H 2.852 3.952 -1.608
H 4.199 2.989 -0.952
H 3.334 4.157 0.091
C -1.922 -3.097 1.661
C -1.131 -4.418 -0.981
H -2.236 -2.406 2.443
H -1.290 -3.880 2.095
H -2.805 -3.595 1.248
H -0.239 -4.969 -1.293
H -1.817 -4.407 -1.835
H -1.613 -4.937 -0.155
H -0.771 0.701 2.159
H -0.107 -2.400 -3.458
C -0.601 0.121 -3.326
H 0.389 0.608 -3.196
H -1.251 -0.240 -2.503
H -1.216 0.872 -3.833
O -2.774 2.921 1.031
H -3.279 2.250 0.543
H -2.170 2.403 1.594
O 1.409 -0.757 1.717
C 0.958 -0.059 0.850
```

The following is a DFT calculation (ωB97M-V/def2-TZVPD) of a structure of composition C16H48FO8S8Zr at a distorted geometry.

Values from the calculation:
energy above the lowest of the compared OMol25 structures with the same formula, charge and spin = 109.2 kcal/mol
total energy = -124403.9315 eV
E_HOMO = -16.1934 eV
net charge = +3
strongest force on any atom = 4.6 eV/A
LUMO level = -6.29 eV

```
82
C16H48FO8S8Zr ωB97M-V/def2-TZVPD
Zr -0.051 0.269 -0.009
F -2.119 0.669 -0.773
C 1.686 1.546 -4.086
S 0.599 0.194 -3.539
O 0.420 0.121 -2.031
C -0.970 0.793 -4.233
H 1.235 2.498 -3.807
H 1.792 1.453 -5.167
H 2.626 1.447 -3.542
H -1.670 0.851 -3.399
H -1.501 0.139 -4.925
H -0.964 1.810 -4.626
C 3.607 2.663 -1.124
S 3.585 1.087 -0.212
O 2.075 0.687 -0.404
C 4.615 0.040 -1.395
H 3.136 3.487 -0.587
H 3.450 2.715 -2.201
H 4.577 3.121 -0.928
H 4.086 0.081 -2.347
H 4.618 -0.941 -0.920
H 5.671 0.297 -1.478
C -1.878 -3.385 2.667
S -2.129 -1.581 2.275
O -1.079 -1.081 1.272
C -3.783 -1.648 1.471
H -1.936 -4.010 1.777
H -2.652 -3.843 3.283
H -1.028 -3.588 3.319
H -4.510 -1.679 2.283
H -3.886 -2.578 0.912
H -3.861 -0.855 0.727
C -1.701 2.295 4.028
S -1.524 2.666 2.213
O -0.972 1.369 1.627
C -3.200 2.922 1.485
H -2.537 2.779 4.534
H -0.691 2.407 4.423
H -1.916 1.237 4.175
H -3.428 3.780 0.852
H -4.009 2.979 2.212
H -3.525 2.066 0.894
C 0.491 4.925 -0.549
S -0.139 3.513 -1.485
O 0.142 2.308 -0.555
C -1.945 3.927 -1.518
H 0.221 5.068 0.498
H 0.445 5.839 -1.140
H 1.580 4.902 -0.493
H -2.157 4.713 -0.793
H -2.435 2.973 -1.326
H -2.145 4.357 -2.500
C 1.974 -3.588 -1.182
S 2.089 -2.686 0.443
O 1.146 -1.480 0.298
C 1.245 -3.963 1.493
H 1.844 -2.760 -1.879
H 1.313 -4.444 -1.313
H 3.007 -3.889 -1.352
H 0.197 -3.818 1.230
H 1.570 -3.718 2.504
H 1.602 -4.930 1.137
C 3.651 -0.440 2.848
S 2.052 0.468 3.119
O 1.224 0.300 1.808
C 1.302 -0.657 4.396
H 3.643 -1.478 2.516
H 4.233 -0.495 3.768
H 4.320 0.034 2.130
H 1.896 -1.564 4.506
H 0.315 -1.062 4.174
H 1.096 -0.328 5.414
C -3.120 -1.724 -2.692
S -1.389 -2.310 -2.340
O -0.798 -1.625 -1.090
C -1.947 -3.946 -1.685
H -3.238 -0.664 -2.914
H -3.823 -1.968 -1.895
H -3.441 -2.267 -3.581
H -2.374 -4.536 -2.496
H -2.757 -3.750 -0.982
H -1.148 -4.520 -1.216
```

The following is a DFT calculation (ωB97M-V/def2-TZVPD) of the molecule C4H4FNO at a distorted geometry.

Values from the calculation:
energy above the lowest of the compared OMol25 structures with the same formula, charge and spin = 124.5 kcal/mol
total energy = -10462.1551 eV
E_HOMO (spin up / spin down) = -7.9472 / -7.9477 eV
net charge = 0
strongest force on any atom = 1.5 eV/A
LUMO level (spin up / spin down) = -0.12 / -0.12 eV

```
11
C4H4FNO ωB97M-V/def2-TZVPD
C -1.059 0.040 -0.553
C -0.027 -0.777 -0.920
C -0.984 0.828 0.625
C 1.001 -1.235 -0.117
N 0.110 0.897 1.284
O 2.251 -1.091 -0.088
F 0.018 1.662 2.457
H -1.952 0.106 -1.150
H -0.145 -1.387 -1.814
H -1.881 1.359 0.942
H 2.668 -0.403 -0.666
```

The following is a DFT calculation (ωB97M-V/def2-TZVPD) of a structure of composition C38H42Br3N7OPmS3Si at a distorted geometry.

Values from the calculation:
total energy = -319639.6549 eV
E_HOMO (spin up / spin down) = -4.4814 / -4.4697 eV
net charge = -1
strongest force on any atom = 1.9 eV/A
multiplicity = 5
LUMO level (spin up / spin down) = 2.01 / 2.00 eV

```
96
C38H42Br3N7OPmS3Si ωB97M-V/def2-TZVPD
Pm 0.959 -0.735 1.684
N 1.136 3.745 0.581
C 1.252 2.566 1.246
S 2.577 1.561 0.861
N 0.331 2.396 2.172
N 0.424 1.303 2.956
C -0.384 1.202 3.979
C -1.453 2.163 4.294
C -1.283 3.539 4.123
C -2.338 4.409 4.321
C -3.578 3.926 4.709
C -3.752 2.566 4.905
C -2.705 1.690 4.698
C -0.165 0.013 4.810
C -0.383 0.040 6.191
C -0.053 -1.070 6.945
C 0.463 -2.189 6.306
C 0.643 -2.138 4.933
N 0.352 -1.070 4.200
H 1.692 3.908 -0.237
H 0.296 4.276 0.741
H -0.316 3.923 3.836
H -2.197 5.471 4.167
H -4.408 4.603 4.852
H -4.715 2.183 5.210
H -2.874 0.628 4.810
H -0.780 0.932 6.653
H -0.189 -1.066 8.017
H 0.717 -3.078 6.861
H 1.027 -2.998 4.390
S -0.037 -3.369 1.648
C -1.529 -3.044 2.476
C -2.018 -4.099 3.252
N -2.393 -4.996 3.872
C -2.233 -1.863 2.406
S -1.799 -0.497 1.418
C -3.393 -1.677 3.160
N -4.337 -1.456 3.785
Br 5.450 -1.017 4.344
C 5.173 -1.851 2.661
C 6.189 -2.596 2.092
C 5.959 -3.274 0.920
Br 7.370 -4.330 0.189
C 4.709 -3.232 0.281
C 4.352 -4.000 -0.845
C 3.085 -3.908 -1.356
C 2.186 -3.003 -0.779
N 2.487 -2.254 0.261
C 3.703 -2.386 0.831
C 3.898 -1.698 2.093
O 2.959 -1.058 2.656
H 7.147 -2.660 2.584
H 5.077 -4.682 -1.271
H 2.774 -4.524 -2.186
H 1.172 -2.918 -1.155
C -0.274 2.682 -5.326
C 0.429 2.042 -4.123
C 1.796 1.524 -4.582
C 0.708 3.119 -3.070
Si -0.667 0.595 -3.358
Br 0.401 0.112 -1.256
C -2.516 1.100 -2.939
C -3.108 0.176 -1.871
C -3.415 1.038 -4.181
C -2.581 2.525 -2.375
C -0.499 -1.127 -4.281
C 0.910 -1.708 -4.119
C -0.803 -0.999 -5.778
C -1.475 -2.144 -3.676
H 0.335 3.492 -5.724
H -1.238 3.097 -5.050
H -0.435 1.960 -6.123
H 2.437 2.364 -4.846
H 1.712 0.888 -5.458
H 2.277 0.971 -3.782
H 1.311 3.918 -3.499
H 1.259 2.689 -2.242
H -0.203 3.556 -2.687
H -3.252 -0.834 -2.233
H -4.079 0.556 -1.563
H -2.486 0.135 -0.982
H -3.461 0.032 -4.588
H -3.068 1.708 -4.964
H -4.426 1.333 -3.905
H -1.927 2.629 -1.513
H -3.596 2.737 -2.044
H -2.317 3.265 -3.127
H 1.657 -1.093 -4.606
H 0.952 -2.704 -4.558
H 1.172 -1.793 -3.070
H -0.056 -0.389 -6.278
H -1.778 -0.552 -5.948
H -0.796 -1.986 -6.238
H -1.356 -2.206 -2.597
H -1.284 -3.133 -4.092
H -2.506 -1.887 -3.902
```

The following is a DFT calculation (ωB97M-V/def2-TZVPD) of a cluster of 11 separate species, C35H63FO33 in total at a distorted geometry.

Values from the calculation:
total energy = -107587.3821 eV
E_HOMO (spin up / spin down) = -11.8073 / -11.8073 eV
net charge = +1
strongest force on any atom = 6.9 eV/A
multiplicity = 2
LUMO level (spin up / spin down) = -2.67 / -9.63 eV

```
132
C35H63FO33 ωB97M-V/def2-TZVPD
C -1.210 3.393 -3.646
C -2.561 2.989 -4.311
O -2.105 2.321 -5.478
C -0.864 2.593 -5.794
O -0.246 2.147 -6.765
O -0.349 3.311 -4.840
F -3.282 4.107 -4.650
H -0.763 2.638 -2.999
H -1.143 4.363 -3.152
H -3.214 2.446 -3.628
C -0.708 4.689 3.461
O -1.492 4.641 2.297
C -2.128 3.451 1.988
O -2.407 2.506 2.729
O -2.380 3.542 0.693
C -2.686 2.322 -0.030
H -1.286 4.861 4.369
H -0.081 5.555 3.249
H -0.051 3.822 3.521
H -3.606 1.876 0.349
H -1.852 1.623 0.036
H -2.693 2.404 -1.117
C -6.030 -5.286 5.134
O -5.365 -4.913 3.943
C -5.859 -4.107 3.120
O -6.867 -3.379 3.195
O -5.054 -4.041 2.152
C -5.347 -3.324 0.904
H -6.376 -4.373 5.620
H -5.365 -5.854 5.783
H -6.934 -5.788 4.789
H -4.460 -3.035 0.340
H -5.937 -2.416 1.034
H -5.795 -3.974 0.152
C 1.587 -6.849 -0.475
O 2.030 -5.841 -1.454
C 1.137 -5.037 -2.037
O -0.014 -4.917 -1.791
O 1.795 -4.276 -2.976
C 1.165 -3.155 -3.552
H 2.429 -7.210 0.115
H 1.271 -7.755 -0.991
H 0.791 -6.581 0.220
H 0.327 -3.620 -4.070
H 1.848 -2.690 -4.264
H 0.854 -2.437 -2.793
C 1.130 1.675 5.636
O 0.022 1.138 5.068
C 0.103 0.292 3.993
O 1.114 0.153 3.309
O -1.011 -0.378 3.823
C -0.992 -1.576 3.078
H 1.510 1.076 6.464
H 0.899 2.683 5.982
H 1.902 1.956 4.920
H -1.494 -2.325 3.690
H -0.026 -2.025 2.846
H -1.510 -1.514 2.121
C -7.307 1.061 -1.926
O -6.375 0.730 -2.951
C -5.569 -0.311 -2.726
O -5.530 -1.019 -1.760
O -4.666 -0.191 -3.749
C -3.526 -0.996 -3.723
H -6.961 0.824 -0.920
H -8.339 0.724 -2.022
H -7.453 2.137 -2.020
H -3.182 -1.131 -2.698
H -2.694 -0.579 -4.290
H -3.793 -1.964 -4.148
C -1.594 -1.983 -0.611
O -0.545 -1.055 -0.535
C -0.480 -0.055 -1.427
O -1.218 -0.074 -2.368
O 0.485 0.842 -1.176
C 1.193 0.938 0.065
H -2.546 -1.699 -0.162
H -1.346 -2.926 -0.125
H -1.899 -2.234 -1.627
H 1.673 1.896 0.265
H 1.991 0.205 -0.049
H 0.525 0.672 0.883
C -2.307 -5.412 2.210
O -1.028 -5.364 2.875
C -0.637 -6.445 3.470
O 0.548 -6.670 3.724
O -1.691 -7.246 3.988
C -1.265 -8.486 4.545
H -2.273 -4.628 1.454
H -3.079 -5.133 2.928
H -2.467 -6.430 1.854
H -2.070 -9.211 4.660
H -0.746 -8.368 5.497
H -0.420 -8.846 3.958
C 4.608 1.469 1.327
O 5.897 1.182 1.806
C 6.602 2.155 2.374
O 6.280 3.325 2.478
O 7.739 1.681 2.832
C 8.775 2.486 3.248
H 4.203 0.575 0.853
H 4.534 2.292 0.617
H 3.995 1.671 2.206
H 9.681 1.893 3.125
H 8.526 2.696 4.288
H 8.850 3.400 2.659
C 3.068 7.501 -2.939
C 3.943 6.287 -2.585
C 4.786 6.651 -1.395
O 4.320 5.645 -0.447
C 3.319 4.909 -0.927
O 2.671 4.079 -0.309
O 3.156 5.131 -2.268
H 2.453 7.830 -2.102
H 2.405 7.179 -3.742
H 3.733 8.310 -3.241
H 4.463 5.981 -3.493
H 4.807 7.710 -1.138
H 5.777 6.393 -1.766
C 5.284 1.366 -2.841
C 3.723 1.282 -2.626
C 2.863 2.372 -3.256
O 2.202 1.633 -4.318
C 2.382 0.363 -4.221
O 1.785 -0.479 -4.904
O 3.401 0.139 -3.329
H 5.698 1.405 -3.849
H 5.753 0.496 -2.381
H 5.557 2.334 -2.419
H 3.494 1.305 -1.560
H 3.411 3.120 -3.829
H 2.079 2.757 -2.604
```

The following is a DFT calculation (ωB97M-V/def2-TZVPD) of the molecule C4H6N4 at a distorted geometry.

Values from the calculation:
energy above the lowest of the compared OMol25 structures with the same formula, charge and spin = 83.6 kcal/mol
total energy = -10202.3125 eV
E_HOMO = -8.8012 eV
net charge = 0
structure (SMILES) = [H]/N=C/NC1=NC=NC1
strongest force on any atom = 8.6 eV/A
LUMO level = 0.28 eV

```
14
C4H6N4 ωB97M-V/def2-TZVPD
H -3.752 -1.216 -0.227
N -2.685 -1.398 -0.060
C -1.991 -0.401 -0.511
N -0.628 -0.777 -0.249
C 0.413 0.119 -0.135
N 0.384 1.424 -0.196
C 1.764 1.778 0.092
N 2.445 0.749 0.026
C 1.688 -0.317 0.313
H -2.426 0.594 -0.682
H -0.768 -1.682 -0.097
H 1.991 2.936 0.262
H 1.991 -1.332 -0.079
H 1.575 -0.477 1.541
```